Below is a 2-piece molecular cluster, C16H23O2S2 overall, with properties calculated with wB97M-V/def2-TZVPD.

The max |F| comes out at 2.84 eV Å⁻¹. The value obtained for the HOMO energy is -10.8258 eV. The net charge is +1.

Geometry (Å):
C (3.08246, 1.62840, 1.99814)
C (1.81454, 0.95015, 1.52937)
O (0.85264, 0.81627, 2.57632)
C (-0.34961, 0.20167, 2.14479)
C (-0.50127, -1.14396, 2.23533)
C (-1.75514, -1.79564, 1.82903)
O (-1.40572, 0.94541, 1.62110)
C (-1.40855, 2.26895, 2.12012)
C (-2.53956, 3.09115, 1.53604)
H (3.82300, 1.71335, 1.20083)
H (2.87071, 2.63116, 2.36865)
H (3.53691, 1.07467, 2.81960)
H (1.33979, 1.50714, 0.71435)
H (2.02170, -0.05449, 1.14388)
H (0.29843, -1.72158, 2.65991)
H (-1.73035, -2.87744, 1.97548)
H (-2.59644, -1.39930, 2.40204)
H (-1.95986, -1.60227, 0.77496)
H (-1.49909, 2.19465, 3.21105)
H (-0.42937, 2.71425, 1.91190)
H (-2.59635, 4.08857, 1.97740)
H (-2.42176, 3.20428, 0.45791)
H (-3.49665, 2.59440, 1.70202)
C (3.31046, 0.58546, -1.91843)
C (2.15694, 1.30694, -2.19034)
C (0.94634, 0.67048, -2.27273)
C (0.84865, -0.72953, -2.08325)
C (-0.37960, -1.38720, -2.17394)
S (-0.54407, -3.11665, -1.94853)
C (-2.24414, -3.24417, -2.48242)
C (-2.97442, -1.92722, -2.26162)
S (-1.87450, -0.54503, -2.52666)
C (2.04189, -1.43969, -1.80571)
C (3.24481, -0.78673, -1.72693)
H (4.25956, 1.09143, -1.85926)
H (2.21237, 2.37211, -2.34050)
H (0.05143, 1.22759, -2.48717)
H (-2.23690, -3.51254, -3.54443)
H (-2.71795, -4.06953, -1.93959)
H (-3.83543, -1.82092, -2.93077)
H (-3.34864, -1.85606, -1.23506)
H (1.99010, -2.50432, -1.66326)
H (4.14261, -1.34423, -1.51962)

Forces on atoms 1 to 3 (eV/Å):
C -0.2309 0.0905 0.5054
C -0.1753 -0.1969 -0.6984
O -1.7206 -0.2792 -0.3247

Just the natural (NBO) charges please, in e? Sure, here they are: -0.63, -0.05, -0.54, 0.57, -0.32, -0.64, -0.53, -0.07, -0.63, 0.21, 0.22, 0.23, 0.16, 0.16, 0.22, 0.22, 0.23, 0.18, 0.18, 0.17, 0.23, 0.20, 0.22, -0.10, -0.22, -0.11, -0.15, -0.17, 0.48, -0.55, -0.56, 0.48, -0.11, -0.22, 0.24, 0.24, 0.23, 0.25, 0.27, 0.27, 0.25, 0.22, 0.24